Molecular formula: C44H41BN6P2PdTe
Method: DFT, ωB97M-V/def2-TZVPD

Geometry as XYZ:
```
96
Properties=species:S:1:pos:R:3:forces:R:3
Pd -0.9781 1.5197 0.1754 -0.56 0.04 1.32
Te 2.8898 -1.8434 0.9054 -0.08 0.16 -0.01
C 4.0209 -1.9800 -0.8586 0.02 -0.06 -0.17
C 3.4545 -2.2732 -2.0909 0.07 0.02 0.04
C 4.2686 -2.3261 -3.2112 -0.07 -0.02 -0.01
N 5.5839 -2.1301 -3.1818 0.03 -0.01 0.00
C 6.1224 -1.8730 -1.9931 0.04 -0.01 0.00
C 5.3961 -1.7828 -0.8149 -0.05 0.06 0.00
C 1.1527 -0.9174 0.1295 0.17 -0.18 0.38
P 1.0899 0.7818 -0.2239 0.06 0.01 -1.02
C 1.1115 1.1178 -2.0438 0.39 0.23 0.31
C 1.1134 2.4461 -2.4836 -0.05 -0.04 0.06
C 1.1296 2.7394 -3.8352 -0.03 0.00 -0.03
C 1.1392 1.7136 -4.7736 -0.01 0.02 0.01
C 1.1390 0.3961 -4.3480 -0.01 0.02 0.05
C 1.1294 0.1070 -2.9889 -0.06 -0.21 -0.01
C 2.6263 1.5719 0.3487 -0.11 0.13 0.12
C 2.7943 1.7453 1.7225 -0.03 -0.10 0.05
C 3.9562 2.2984 2.2318 -0.08 -0.03 -0.02
C 4.9725 2.6764 1.3653 0.07 0.03 -0.02
C 4.8237 2.4924 0.0001 0.03 -0.02 0.00
C 3.6557 1.9432 -0.5120 -0.09 -0.05 0.10
P -0.2610 -1.4458 0.9768 1.08 -0.07 0.11
C -0.6044 -3.1679 0.5422 -0.53 0.17 -0.02
C -1.5084 -3.9209 1.2910 0.00 -0.06 0.07
C -1.8861 -5.1874 0.8747 0.05 0.03 -0.02
C -1.3748 -5.7064 -0.3065 0.01 0.01 -0.02
C -0.4896 -4.9567 -1.0679 -0.02 -0.08 0.03
C -0.1104 -3.6932 -0.6462 0.12 0.05 -0.04
C 0.1495 -1.4540 2.7605 -0.29 -0.26 0.06
C 0.1249 -0.2312 3.4326 -0.09 0.13 -0.08
C 0.4658 -0.1553 4.7705 0.03 0.00 0.06
C 0.8341 -1.3038 5.4637 -0.01 0.03 -0.04
C 0.8574 -2.5231 4.8081 0.00 0.01 -0.02
C 0.5142 -2.5993 3.4626 0.11 0.01 0.00
H 2.3928 -2.4458 -2.1795 0.00 -0.05 -0.04
H 3.8375 -2.5416 -4.1832 0.00 0.01 -0.02
H 7.1955 -1.7164 -1.9794 0.02 0.00 0.00
H 5.9011 -1.5330 0.1096 0.00 0.00 0.02
H 1.1052 3.2603 -1.7693 -0.01 0.01 0.07
H 1.1230 3.7727 -4.1564 0.00 0.01 -0.01
H 1.1420 1.9430 -5.8312 0.01 0.01 0.00
H 1.1440 -0.4088 -5.0719 0.01 -0.02 0.01
H 1.1219 -0.9206 -2.6556 -0.01 0.00 0.04
H 2.0109 1.4219 2.4017 0.03 0.03 -0.02
H 4.0728 2.4300 3.2994 -0.01 -0.01 0.01
H 5.8842 3.1079 1.7580 0.01 0.01 -0.01
H 5.6198 2.7712 -0.6776 0.02 0.01 0.00
H 3.5586 1.8027 -1.5783 -0.04 -0.02 -0.07
H -1.9277 -3.5176 2.2038 0.03 -0.02 0.00
H -2.5859 -5.7621 1.4663 -0.01 -0.01 0.00
H -1.6696 -6.6942 -0.6359 -0.01 -0.01 -0.01
H -0.0933 -5.3565 -1.9917 0.01 -0.01 -0.01
H 0.5842 -3.1090 -1.2364 -0.04 0.05 0.04
H -0.1839 0.6669 2.9020 -0.02 -0.09 0.03
H 0.4354 0.7994 5.2798 0.00 0.01 0.00
H 1.0986 -1.2428 6.5111 0.00 -0.01 0.01
H 1.1418 -3.4218 5.3394 0.00 -0.01 0.01
H 0.5483 -3.5582 2.9623 -0.01 0.00 -0.03
B -2.3066 3.9975 -1.3661 0.18 0.06 -0.19
N -1.0737 4.4128 -0.5057 0.05 -0.07 0.07
C -0.4132 5.5670 -0.4710 0.03 0.06 0.05
C 0.6586 5.4465 0.4044 -0.08 0.05 -0.03
C 0.5675 4.1444 0.8720 -0.11 -0.08 0.22
N -0.4871 3.5283 0.3271 0.31 0.03 -0.83
N -3.2959 3.3243 -0.4046 -0.09 -0.20 0.00
C -4.5243 3.7085 -0.0535 -0.04 0.03 -0.05
C -5.0753 2.7448 0.7702 -0.03 0.00 -0.01
C -4.0799 1.7796 0.8729 0.10 -0.07 0.07
N -3.0107 2.1313 0.1600 -0.15 0.28 0.09
H -2.8026 4.9922 -1.8268 0.01 0.02 0.00
H -1.9396 3.1989 -2.1958 -0.03 -0.02 -0.02
H -0.7573 6.4009 -1.0580 -0.01 0.02 -0.01
H 1.3793 6.1966 0.6749 0.01 0.01 0.01
H 1.1822 3.6307 1.5865 0.08 -0.02 0.00
H -4.9255 4.6340 -0.4276 -0.02 0.02 -0.02
H -6.0529 2.7378 1.2171 -0.01 -0.01 0.01
H -4.0843 0.8519 1.4089 -0.01 -0.04 0.07
C -3.4316 -1.3817 2.6596 0.05 0.07 -0.02
C -3.6564 -1.5118 1.1748 -0.09 -0.07 -0.18
C -4.8368 -2.0959 0.7310 0.05 -0.04 0.04
C -5.0983 -2.2335 -0.6211 0.01 0.00 -0.04
C -4.1669 -1.7854 -1.5398 -0.01 0.02 0.06
C -2.9711 -1.1953 -1.1353 -0.19 0.05 -0.10
C -2.0059 -0.7241 -2.1700 0.22 0.10 -0.07
C -2.7207 -1.0523 0.2274 0.13 0.22 1.20
N -1.5178 -0.4292 0.7726 -0.43 -0.29 -1.62
H -4.0336 -2.1138 3.1981 -0.02 -0.01 0.00
H -3.7131 -0.3931 3.0313 0.00 0.04 -0.02
H -2.3896 -1.5133 2.9388 0.00 -0.03 0.04
H -5.5541 -2.4503 1.4623 -0.01 0.00 0.00
H -6.0205 -2.6887 -0.9577 -0.01 0.00 0.00
H -4.3629 -1.8900 -2.5997 0.01 0.01 -0.02
H -2.4271 -0.8216 -3.1698 0.00 -0.03 0.00
H -1.0782 -1.2985 -2.1329 0.03 0.01 0.02
H -1.7340 0.3250 -2.0228 -0.02 0.00 -0.01
```
Positions in Å, forces in eV/Å.

Summary:
* electronic energy: -85263.191 eV
* HOMO level: -7.3 eV
* energy above the lowest of the compared OMol25 structures with the same formula, charge and spin: 0.000 eV
* lowest unoccupied orbital energy: -0.0030 Ha
* strongest force on any atom: 0.0330 hartree/bohr
* orbital gap: 0.2665 Ha